Entry from the Open Molecules 2025 dataset: the ion C5H13NOPS with charge -1 in a non-equilibrium geometry (ωB97M-V with the def2-TZVPD basis set).

The calculation puts the highest occupied orbital energy at -4.584 eV. Its net charge is -1. The calculation puts the frontier orbital gap at 8.12 eV. The lowest unoccupied orbital energy comes out at 0.1299 Ha.

Structure (XYZ):
```
22
Properties=species:S:1:pos:R:3:forces:R:3:nbo_charge:R:1
C 3.0520 0.2889 -0.6933 -0.307 0.154 -0.117 -0.61
C 1.6455 0.8092 -0.3207 0.207 0.121 0.024 -0.42
C 1.0803 0.1787 0.9602 -0.146 -0.504 -0.199 -0.42
C 0.1401 -0.9947 0.6234 0.427 0.102 -0.526 -0.05
O -0.9266 -0.6337 -0.2017 -0.152 0.169 0.251 -0.85
P -2.2185 0.2899 0.5513 0.091 0.218 1.284 0.87
N -3.0942 0.3947 -1.2374 0.603 -0.572 -0.560 -0.66
C -3.0048 -0.5919 -1.8909 -0.935 0.244 0.123 0.23
S -3.1231 -1.9885 -2.6952 0.256 0.103 -0.145 -0.27
H 3.1132 -0.0093 -1.7413 -0.046 -0.002 -0.008 0.20
H 3.2827 -0.5930 -0.0944 0.217 0.029 -0.007 0.19
H 3.8156 1.0552 -0.5500 0.102 -0.132 0.210 0.19
H 0.9758 0.6180 -1.1582 -0.242 -0.022 0.170 0.23
H 1.6502 1.8929 -0.1855 0.176 0.021 -0.150 0.19
H 0.5701 0.9189 1.5735 -0.059 -0.018 0.031 0.21
H 1.8993 -0.2566 1.5458 0.015 0.232 0.150 0.18
H -0.1778 -1.5308 1.5281 -0.114 0.146 0.084 0.16
H 0.7515 -1.6992 0.0379 -0.102 -0.137 0.080 0.16
H -2.9478 -0.9328 0.7559 0.124 0.048 -0.230 -0.12
H -1.6213 0.2350 1.8679 -0.025 -0.076 -0.011 -0.15
H -1.5246 1.5107 0.2462 -0.130 -0.165 -0.343 -0.12
H -3.3376 1.0386 1.0785 0.037 0.040 -0.113 -0.14
```
Forces are in eV/Å.

---

Entry from the Open Molecules 2025 dataset: the ion C5H13NP with charge +1 in a non-equilibrium geometry (ωB97M-V with the def2-TZVPD basis set).

The calculation puts the highest occupied orbital energy at -13.954 eV. Its net charge is +1. The calculation puts the frontier orbital gap at 10.53 eV. As for the SMILES: C[C@H]1C[NH2+][C@H](C)P1. The lowest unoccupied orbital energy comes out at -0.1258 Ha.

Structure (XYZ):
```
20
Properties=species:S:1:pos:R:3:forces:R:3:nbo_charge:R:1
C -2.2912 0.9315 -0.5615 -2.963 0.599 1.960 -0.63
C -1.2364 0.3916 0.3760 -0.916 1.622 1.548 -0.46
C -1.0549 -1.1751 0.3000 2.226 3.609 0.774 -0.22
N 0.4957 -1.2038 0.2657 -1.175 -1.850 -0.889 -0.51
C 1.1084 -0.1684 -0.5009 2.742 3.733 -0.991 -0.30
C 2.6230 0.0756 -0.1709 -0.210 0.036 -0.946 -0.64
P 0.3758 1.6153 0.0450 -2.332 -3.674 -1.393 0.59
H -3.3550 0.5724 -0.1475 2.010 1.180 -0.734 0.22
H -2.2184 2.0737 -0.5794 -0.570 -1.799 -0.267 0.24
H -2.3194 0.4804 -1.5087 0.553 -0.162 -1.713 0.21
H -1.6999 0.6077 1.3660 0.983 0.072 -0.325 0.24
H -1.4772 -1.4069 -0.6217 -0.242 -1.284 -1.616 0.23
H -1.4540 -1.7249 1.1422 0.224 -0.125 0.028 0.25
H 0.8960 -2.0325 -0.1595 -0.181 -0.965 0.556 0.44
H 0.8436 -1.0810 1.1933 0.193 -0.338 1.104 0.43
H 1.1341 -0.3185 -1.5925 -1.193 -0.209 0.464 0.25
H 2.9071 0.8279 -0.9575 0.162 -0.625 1.131 0.25
H 2.5222 0.4977 0.7841 0.836 1.149 1.368 0.20
H 3.4303 -0.6660 -0.0391 -0.796 -0.420 -0.770 0.24
H 0.7704 1.7034 1.3670 0.649 -0.548 0.711 -0.04
```
Forces are in eV/Å.

---

Entry from the Open Molecules 2025 dataset: a structure of composition C5H13NP in a non-equilibrium geometry (ωB97M-V with the def2-TZVPD basis set).

The calculation puts the highest occupied orbital energy at -13.382 eV. Its net charge is +1. The calculation puts the frontier orbital gap at 7.21 eV. The lowest unoccupied orbital energy comes out at -0.2269 Ha.

Structure (XYZ):
```
20
Properties=species:S:1:pos:R:3:forces:R:3:nbo_charge:R:1
C 2.1001 -0.3458 -0.0970 -1.366 2.109 1.131 -0.08
C 2.7774 0.7950 0.1597 -0.148 -1.280 -1.609 -0.40
C 2.4491 -1.6611 -0.6444 3.480 -0.380 3.755 -0.66
C -3.2767 0.3293 0.1726 -0.213 -0.841 -1.800 -0.63
C -1.8954 0.3911 -0.3933 1.101 -0.606 -0.702 -0.30
N -0.9303 1.1697 0.3722 0.558 -0.671 -0.512 -0.77
P -0.8458 -1.0697 0.1661 0.341 1.084 -2.824 0.88
H 0.9211 -0.3956 0.1242 2.120 0.756 -0.012 0.06
H 3.8351 0.7889 -0.1656 -0.507 0.112 0.498 0.23
H 3.1313 -1.5330 -1.4535 0.341 -0.384 -0.754 0.25
H 3.0197 -2.3107 0.2493 -1.532 1.479 -2.459 0.25
H 1.5447 -2.1003 -0.8605 -1.612 -1.681 -1.001 0.21
H -3.5734 -0.6972 0.4082 -0.546 0.133 -0.904 0.24
H -3.1835 0.6856 1.1103 0.094 1.624 3.428 0.22
H -3.9891 0.9631 -0.3458 -0.232 -0.427 -0.195 0.26
H -1.7876 0.6766 -1.4430 -0.307 -0.541 0.023 0.25
H -0.1099 1.4786 -0.1342 -0.222 0.359 -0.066 0.42
H 2.3614 1.7846 0.3727 -0.037 -0.633 0.385 0.22
H -1.2837 1.8338 1.0447 0.028 -0.114 0.386 0.43
H -1.2645 -0.7828 1.3569 -1.341 -0.096 3.234 -0.07
```
Forces are in eV/Å.

---

Entry from the Open Molecules 2025 dataset: a structure of composition C5H13NS in a non-equilibrium geometry (ωB97M-V with the def2-TZVPD basis set).

The calculation puts the highest occupied orbital energy (alpha / beta) at -2.331 / -2.585 eV. Its net charge is -1. The calculation puts the frontier orbital gap (alpha / beta) at 6.15 / 6.38 eV. Its expectation value of S² is 0.7553. As for the spin multiplicity: 2. The lowest unoccupied orbital energy (alpha / beta) comes out at 0.1402 / 0.1396 Ha.

Structure (XYZ):
```
20
Properties=species:S:1:pos:R:3:forces:R:3:nbo_charge:R:1
C 2.5184 0.3813 -0.6335 -0.905 -2.404 -1.617 -0.44
N 1.4588 0.6946 0.3082 -2.937 -0.696 -0.220 -0.65
C -0.0714 0.2225 -0.6023 0.015 -0.746 -2.922 -0.28
C -1.2487 0.8044 -0.0154 0.539 3.904 5.043 -0.43
C -1.6809 0.2106 1.3865 -4.208 1.602 -2.501 -0.48
S -2.5736 -1.2980 1.1930 -0.596 -0.653 0.603 -0.62
C -0.3079 -1.2853 -0.8842 -0.170 -0.900 2.279 -0.66
H 2.7274 1.1824 -1.3714 -0.182 0.107 0.387 0.15
H 3.4607 0.1256 -0.1246 -0.284 0.111 0.067 0.19
H 2.2639 -0.5356 -1.3316 0.653 1.413 1.340 0.17
H 0.4421 -0.0281 0.5161 4.353 0.535 1.052 0.47
H 0.0890 0.8480 -1.4811 0.648 -0.613 -0.266 0.23
H -0.8701 1.8999 0.1942 -0.857 -1.461 -0.147 0.19
H -2.1067 0.9450 -0.5862 -1.319 -0.397 -1.465 0.23
H -0.7219 0.1346 1.9911 0.256 0.075 0.865 0.06
H -2.4236 0.9377 1.8773 1.554 -0.568 -0.309 0.20
H 0.1219 -0.1921 2.1559 1.817 -0.584 0.874 -0.04
H 0.5678 -1.7148 -1.2990 0.665 -0.445 -1.342 0.19
H -0.3611 -1.9162 0.1508 -0.447 1.791 -2.359 0.26
H -1.2842 -1.4167 -1.4439 1.406 -0.070 0.639 0.25
```
Forces are in eV/Å.

---

Entry from the Open Molecules 2025 dataset: the molecule C5H13NS in a non-equilibrium geometry (ωB97M-V with the def2-TZVPD basis set).

The calculation puts the highest occupied orbital energy at -8.556 eV. The calculation puts the frontier orbital gap at 9.52 eV. As for the SMILES: CN(C)CCCS. The lowest unoccupied orbital energy comes out at 0.0353 Ha.

Structure (XYZ):
```
20
Properties=species:S:1:pos:R:3:forces:R:3:nbo_charge:R:1
C -1.3708 -0.1902 -1.9192 0.197 -1.752 1.258 -0.42
N -1.2796 -0.9257 -0.6025 -0.419 2.093 -0.644 -0.45
C -2.5002 -1.6904 -0.3584 1.148 -0.378 0.461 -0.41
C -0.9448 -0.0028 0.5374 -1.110 -2.397 0.304 -0.24
C 0.3999 -0.4922 1.0912 0.174 1.125 -1.046 -0.40
C 1.6682 -0.0765 0.3209 -0.692 -0.203 0.356 -0.51
S 2.0404 1.6980 0.4205 0.122 -0.323 0.767 -0.05
H -1.3159 -1.0167 -2.6260 -0.067 0.329 -0.570 0.20
H -0.4809 0.4253 -2.0206 -0.171 0.226 -0.120 0.20
H -2.3154 0.3535 -2.0699 0.249 0.161 0.157 0.17
H -2.3706 -2.1992 0.6213 -0.262 0.060 -0.687 0.20
H -2.5621 -2.4167 -1.1616 -0.258 -0.353 0.027 0.20
H -3.4239 -1.1204 -0.3323 -0.289 0.437 0.007 0.16
H -1.7050 -0.2603 1.3050 0.437 0.363 -0.064 0.19
H -1.1452 1.0380 0.3195 0.687 0.374 -0.231 0.21
H 0.3581 -1.5771 1.0345 -0.092 -0.117 0.334 0.22
H 0.5386 -0.1493 2.0998 -0.018 -0.029 0.728 0.20
H 1.5919 -0.3122 -0.7323 -0.031 -0.139 -0.253 0.22
H 2.4628 -0.6741 0.7578 0.426 0.184 -0.235 0.21
H 2.2170 1.6337 1.7703 -0.031 0.338 -0.548 0.12
```
Forces are in eV/Å.

---

Entry from the Open Molecules 2025 dataset: the molecule C5H13NS in a non-equilibrium geometry (ωB97M-V with the def2-TZVPD basis set).

The calculation puts the highest occupied orbital energy at -8.772 eV. The calculation puts the frontier orbital gap at 9.74 eV. As for the SMILES: CCNCCCS. The lowest unoccupied orbital energy comes out at 0.0355 Ha.

Structure (XYZ):
```
20
Properties=species:S:1:pos:R:3:forces:R:3:nbo_charge:R:1
C 2.4113 -0.6082 -1.6124 0.206 -0.483 0.287 -0.61
C 1.9021 -0.3187 -0.2117 -0.692 -0.289 0.095 -0.20
N 0.4385 -0.3644 -0.2048 0.318 0.092 -0.469 -0.65
C -0.2298 -0.1249 1.0545 -0.609 -0.688 0.349 -0.22
C -1.2052 1.0547 0.9747 0.460 -0.085 -0.322 -0.40
C -2.2247 0.8592 -0.1439 0.542 0.871 0.432 -0.54
S -3.4317 -0.4283 0.1963 -0.652 -0.199 -0.408 -0.05
H 1.9275 -0.0074 -2.3774 0.127 0.279 0.052 0.21
H 2.1955 -1.6550 -1.8504 -0.042 0.037 -0.035 0.20
H 3.4994 -0.5213 -1.6349 -0.077 0.203 -0.208 0.21
H 2.3160 -1.0827 0.4663 0.143 0.195 0.074 0.16
H 2.1922 0.6623 0.1628 0.192 0.064 -0.110 0.19
H 0.1278 -1.2259 -0.6296 -0.047 -0.025 0.015 0.36
H -0.7794 -1.0281 1.3554 -0.025 0.081 -0.078 0.18
H 0.4885 0.0013 1.8576 0.263 0.359 0.156 0.19
H -0.5893 1.9170 0.7346 -0.033 0.346 -0.098 0.21
H -1.6768 1.2528 1.9315 -0.157 -0.063 0.214 0.20
H -1.6606 0.6290 -1.0163 0.494 -0.812 -0.727 0.23
H -2.6628 1.8084 -0.4616 -0.611 -0.080 0.669 0.22
H -3.0384 -0.8199 1.4093 0.199 0.194 0.111 0.12
```
Forces are in eV/Å.

---

Entry from the Open Molecules 2025 dataset: a cluster of 2 separate species, C5H13NS in total in a non-equilibrium geometry (ωB97M-V with the def2-TZVPD basis set).

The calculation puts the highest occupied orbital energy at -8.212 eV. The calculation puts the frontier orbital gap at 4.61 eV. The lowest unoccupied orbital energy comes out at -0.1322 Ha.

Structure (XYZ):
```
20
Properties=species:S:1:pos:R:3:forces:R:3:nbo_charge:R:1
C 1.2363 0.9546 1.2624 1.720 -1.155 -1.295 -0.42
C 2.2614 0.8683 0.1305 -0.429 -2.088 -0.132 -0.51
S 2.4544 -0.9627 -0.3830 -1.152 2.047 0.618 -0.12
C -0.0552 0.2755 0.8678 -4.815 3.225 0.685 -0.30
N -1.2190 1.1129 0.4854 3.214 -2.011 1.025 -0.35
C -2.7953 -1.1981 -0.9882 0.761 1.154 -1.332 -0.62
C -3.6827 0.0004 -0.7151 -1.166 -1.267 -1.875 -0.62
H 1.1476 1.9277 1.7057 -0.254 0.494 0.158 0.23
H 1.5729 0.2161 1.9778 0.374 0.231 0.735 0.24
H 1.9640 1.4354 -0.7364 0.298 0.339 -0.250 0.21
H 3.2377 1.1017 0.5331 0.334 0.439 -0.116 0.24
H -0.9068 1.4903 -0.3833 0.025 1.029 -1.258 0.30
H 0.0408 -0.4421 0.0384 1.192 -0.955 -0.836 0.27
H -0.4498 -0.1230 1.7613 -0.118 -1.425 0.845 0.21
H -1.9444 -0.8260 -1.5434 0.960 0.607 0.302 0.19
H -3.0714 -1.8402 -1.8059 -1.093 -1.109 0.474 0.22
H -2.3934 -1.6100 -0.0809 -0.208 -0.848 0.183 0.21
H -3.1895 0.5292 0.0292 0.087 1.277 1.465 0.23
H -3.8226 0.6214 -1.5972 0.468 0.207 -0.205 0.19
H -4.7092 -0.2724 -0.5129 -0.196 -0.192 0.809 0.20
```
Forces are in eV/Å.

---

Entry from the Open Molecules 2025 dataset: the molecule C5H13NS in a non-equilibrium geometry (ωB97M-V with the def2-TZVPD basis set).

The calculation puts the highest occupied orbital energy at -8.661 eV. The calculation puts the frontier orbital gap at 9.48 eV. As for the SMILES: CCNCCCS. The lowest unoccupied orbital energy comes out at 0.0301 Ha.

Structure (XYZ):
```
20
Properties=species:S:1:pos:R:3:forces:R:3:nbo_charge:R:1
C 1.7182 -1.9252 0.3140 0.063 -0.755 -0.762 -0.63
C 1.5633 -0.4158 0.3285 -0.034 0.521 1.370 -0.23
N 1.0136 0.0627 -0.9727 0.264 -0.296 1.999 -0.62
C 0.2430 1.3316 -0.9122 -0.347 -1.487 1.219 -0.21
C -0.8543 1.5218 0.2221 0.963 -0.564 -1.453 -0.43
C -2.0611 0.6068 -0.0281 0.679 0.404 -0.167 -0.52
S -2.0407 -1.2072 0.1667 0.473 0.296 -0.021 -0.05
H 2.2847 -2.2476 -0.5577 0.698 -0.008 0.136 0.20
H 0.7633 -2.4342 0.1048 -0.132 0.510 0.422 0.21
H 2.1020 -2.3865 1.2393 0.086 0.474 -0.413 0.22
H 0.9898 -0.2573 1.2718 -0.869 0.279 -0.869 0.16
H 2.4478 0.1641 0.6698 0.224 -0.550 -1.005 0.19
H 0.5091 -0.7555 -1.2821 -0.669 0.398 -0.472 0.35
H 1.0193 2.0963 -0.7743 -0.564 0.235 -0.600 0.20
H -0.3642 1.3167 -1.8154 0.597 0.804 -0.517 0.19
H -1.2212 2.5494 0.0017 0.212 -0.459 0.738 0.21
H -0.3728 1.4034 1.1809 -0.224 0.305 0.485 0.21
H -2.2142 0.7855 -1.0815 -0.896 -0.093 -0.341 0.20
H -2.8966 0.9157 0.5762 -0.410 0.356 -0.176 0.22
H -2.6290 -1.1246 1.3482 -0.112 -0.370 0.429 0.12
```
Forces are in eV/Å.

---

Entry from the Open Molecules 2025 dataset: a cluster of 2 separate species, C5H13NS2 in total in a non-equilibrium geometry (ωB97M-V with the def2-TZVPD basis set).

The calculation puts the highest occupied orbital energy at -7.884 eV. The calculation puts the frontier orbital gap at 4.16 eV. The lowest unoccupied orbital energy comes out at -0.1370 Ha.

Structure (XYZ):
```
21
Properties=species:S:1:pos:R:3:forces:R:3:nbo_charge:R:1
N 0.9842 0.9868 -1.7165 0.616 3.279 5.389 -0.71
C 1.8427 0.3715 -0.7040 2.276 -0.127 -1.860 -0.06
C 2.9135 1.3077 0.0457 -0.481 0.960 0.346 -0.62
C 1.0856 -0.4314 0.3455 1.296 -1.408 1.132 -0.61
S 2.1164 -1.4009 1.4252 -0.239 0.397 0.248 0.02
S -1.5883 0.6171 -0.5353 -0.952 -0.432 0.873 -0.09
C -2.2355 -0.5914 0.6642 1.721 -2.100 0.137 -0.55
C -3.7097 -0.9028 0.5185 -0.496 1.156 -0.235 -0.63
H 0.7835 0.4175 -2.4190 -0.769 -3.234 -3.810 0.36
H 0.0432 1.2820 -1.3147 1.860 0.100 -0.403 0.36
H 2.5217 -0.4226 -1.2560 -1.282 1.612 0.951 0.21
H 3.5239 1.8758 -0.6463 -0.088 -0.118 -0.655 0.22
H 2.6287 2.1416 0.7942 -0.481 -1.666 -1.044 0.22
H 3.6282 0.6561 0.5714 -0.446 -0.127 -0.028 0.22
H 0.8060 -1.4211 -0.0709 -1.173 0.696 -0.746 0.31
H 0.4230 0.1894 0.9154 -0.549 0.247 0.106 0.26
H -2.0060 -0.4418 1.7418 0.297 0.395 -0.818 0.21
H -1.6470 -1.5175 0.2957 -0.956 1.080 1.055 0.22
H -4.2515 0.0776 0.6347 0.095 -1.104 0.354 0.21
H -3.8032 -1.0952 -0.5612 -0.676 -0.774 0.489 0.22
H -4.0593 -1.6983 1.2715 0.428 1.169 -1.483 0.23
```
Forces are in eV/Å.

---

Entry from the Open Molecules 2025 dataset: the molecule C5H13NS2 in a non-equilibrium geometry (ωB97M-V with the def2-TZVPD basis set).

The calculation puts the highest occupied orbital energy at -9.014 eV. The calculation puts the frontier orbital gap at 9.64 eV. As for the SMILES: CCN[C@H](C)CSS. The lowest unoccupied orbital energy comes out at 0.0231 Ha.

Structure (XYZ):
```
21
Properties=species:S:1:pos:R:3:forces:R:3:nbo_charge:R:1
C -2.9176 2.5272 1.8335 -0.993 2.729 -0.095 -0.63
C -2.9129 1.1586 1.2171 1.353 2.294 -4.197 -0.23
N -1.4784 0.7696 1.1662 -0.801 -0.510 -0.653 -0.65
C -0.9192 0.3242 -0.1525 0.655 -0.590 1.643 -0.05
C -1.4700 -1.0049 -0.6353 -0.614 -0.617 0.386 -0.66
C 0.6372 0.1958 0.2274 -1.264 2.221 0.431 -0.56
S 1.7649 -0.1474 -1.1837 -0.801 0.360 0.194 0.08
S 2.8137 -1.8308 -0.7620 0.662 0.305 0.542 -0.13
H -2.8464 3.5046 1.1942 -0.355 -2.169 0.254 0.21
H -3.7578 2.7355 2.5036 0.049 -0.195 0.022 0.20
H -2.0018 2.6110 2.3606 0.662 0.004 1.069 0.23
H -3.5057 0.4417 1.6687 -1.180 -1.281 1.332 0.19
H -3.3180 1.2373 0.1429 0.503 -0.258 1.336 0.18
H -1.4755 0.0483 1.8757 1.006 -0.476 -0.266 0.35
H -1.1953 1.1084 -0.8904 0.677 -0.234 0.550 0.20
H -0.8072 -1.8460 -0.5122 0.513 -0.332 1.145 0.21
H -1.4695 -1.0824 -1.7026 -0.960 0.514 -0.913 0.22
H -2.4479 -1.2441 -0.1335 0.786 0.204 -0.937 0.21
H 0.8272 1.2639 0.6423 0.305 -1.897 -0.606 0.24
H 0.6873 -0.5256 1.0843 0.296 0.455 -1.016 0.23
H 3.8970 -1.1941 -0.2061 -0.501 -0.529 -0.220 0.13
```
Forces are in eV/Å.

---

Asked for energy across the records above, the calculation gives -29057.0272, -16165.6203, -16163.3211, -17713.2937, -17720.2674, -17720.7638, -17714.8920, -17720.0723, -28550.3812, -28555.0527 eV in order.
Asked for M across the records above, the calculation gives 166.21, 118.14, 118.14, 119.23, 119.23, 119.23, 119.23, 119.23, 151.30, 151.30 g mol⁻¹ in order.